Record 1
ORCA calculation (ωB97M-V with the def2-TZVPD basis set) on a structure of composition C21H25IrN4 at a distorted geometry.

Last column: natural (NBO) charge in e.
Cartesian coordinates (Å):
Ir  0.379  0.094  -0.043  1.02
C  3.267  -0.244  -0.571  -0.25
C  2.999  1.230  -0.439  -0.25
N  1.883  1.465  0.537  -0.57
C  1.377  2.851  0.317  -0.27
C  0.477  2.871  -0.903  0.21
C  -0.017  4.023  -1.479  -0.22
C  -0.955  3.908  -2.498  -0.10
C  -1.387  2.653  -2.908  -0.22
C  -0.836  1.539  -2.307  0.22
C  -1.219  0.117  -2.631  -0.27
N  -0.736  -0.880  -1.607  -0.59
C  0.231  -1.819  -2.249  -0.24
C  1.602  -1.154  -2.344  -0.25
N  2.010  -0.945  -0.937  -0.53
N  0.099  1.664  -1.360  -0.50
H  3.557  -0.633  0.406  0.23
H  4.080  -0.461  -1.265  0.25
H  2.682  1.657  -1.390  0.22
H  3.895  1.766  -0.121  0.25
H  2.211  1.353  1.495  0.43
H  2.214  3.541  0.185  0.24
H  0.825  3.174  1.199  0.25
H  0.298  4.993  -1.118  0.26
H  -1.380  4.798  -2.944  0.26
H  -2.147  2.547  -3.671  0.25
H  -0.766  -0.143  -3.590  0.23
H  -2.295  0.019  -2.760  0.26
H  -1.528  -1.394  -1.232  0.44
H  -0.125  -2.139  -3.229  0.24
H  0.298  -2.706  -1.619  0.23
H  1.569  -0.188  -2.849  0.22
H  2.294  -1.798  -2.891  0.24
H  2.060  -1.870  -0.519  0.41
C  -2.534  -3.978  2.740  -0.20
C  -1.920  -3.864  1.479  -0.16
C  -1.251  -2.721  1.128  -0.24
C  -1.172  -1.612  1.996  0.04
C  -0.485  -0.374  1.674  -0.40
C  -0.459  0.635  2.649  -0.15
C  -1.114  0.515  3.878  -0.26
C  -1.755  -0.658  4.176  -0.05
C  -1.794  -1.739  3.264  -0.11
C  -2.464  -2.936  3.617  -0.13
H  -3.046  -4.891  3.011  0.24
H  -1.969  -4.696  0.788  0.23
H  -0.741  -2.684  0.175  0.17
H  0.047  1.570  2.442  0.19
H  -1.100  1.331  4.587  0.24
H  -2.242  -0.778  5.137  0.24
H  -2.918  -3.009  4.597  0.23

Properties
Multiplicity = 1
Orbital gap (alpha / beta) = 6.3 / 6.2 eV
DFT total energy = -1138.021352 Ha
HOMO level (alpha / beta) = -13.56 / -13.71 eV
Total charge = +2

---

Record 2
ORCA calculation (ωB97M-V with the def2-TZVPD basis set) on a structure of composition C21H25IrN4O5.

Last column: natural (NBO) charge in e.
Cartesian coordinates (Å):
Ir  0.101  -0.190  0.190  1.36
C  -1.103  -0.835  2.838  -0.42
N  0.122  -0.158  2.306  -0.39
C  1.259  -0.979  2.824  -0.24
C  2.687  -0.510  2.576  -0.43
C  3.062  -0.044  1.162  -0.23
N  2.127  -0.465  0.117  -0.40
C  2.597  -1.186  -0.842  0.18
C  1.904  -1.590  -2.040  -0.17
C  2.555  -2.486  -2.898  -0.15
C  2.034  -2.784  -4.137  -0.16
C  0.870  -2.138  -4.586  -0.16
C  0.229  -1.224  -3.793  -0.22
C  0.704  -0.972  -2.491  0.47
O  0.031  -0.140  -1.755  -0.50
C  0.087  1.234  2.853  -0.23
C  1.067  2.288  2.335  -0.43
C  1.011  2.611  0.824  -0.23
N  -0.035  1.849  0.162  -0.47
C  -1.050  2.475  -0.331  0.22
C  -2.261  1.901  -0.823  -0.28
C  -3.153  2.730  -1.535  -0.12
C  -4.378  2.268  -1.937  -0.27
C  -4.750  0.959  -1.598  -0.14
C  -3.911  0.135  -0.884  -0.24
C  -2.641  0.583  -0.491  0.40
O  -1.886  -0.231  0.215  -0.71
H  -1.067  -0.815  3.929  0.20
H  -1.120  -1.862  2.485  0.24
H  -1.987  -0.321  2.479  0.24
H  1.117  -1.965  2.385  0.25
H  1.125  -1.075  3.904  0.21
H  3.302  -1.374  2.833  0.24
H  2.968  0.269  3.284  0.22
H  4.059  -0.407  0.910  0.21
H  3.116  1.041  1.128  0.21
H  3.643  -1.483  -0.786  0.20
H  3.481  -2.943  -2.572  0.23
H  2.534  -3.499  -4.776  0.24
H  0.475  -2.365  -5.566  0.24
H  -0.679  -0.728  -4.108  0.25
H  0.208  1.159  3.938  0.22
H  -0.928  1.589  2.670  0.22
H  2.088  2.073  2.639  0.21
H  0.790  3.189  2.887  0.24
H  1.954  2.380  0.333  0.20
H  0.832  3.677  0.678  0.21
H  -0.991  3.563  -0.349  0.20
H  -2.853  3.747  -1.763  0.21
H  -5.051  2.904  -2.494  0.23
H  -5.720  0.587  -1.901  0.23
H  -4.195  -0.876  -0.624  0.23
O  0.125  -2.212  0.390  -0.61
N  -0.622  -3.046  -0.363  0.73
O  -0.610  -4.193  0.001  -0.37
O  -1.208  -2.588  -1.318  -0.42

Properties
Multiplicity = 2
Orbital gap (alpha / beta) = 7.4 / 4.8 eV
DFT total energy = -1514.468416 Ha
HOMO level (alpha / beta) = -10.76 / -10.74 eV
Total charge = +1
⟨S²⟩ = 0.783

---

Record 3
ORCA calculation (ωB97M-V with the def2-TZVPD basis set) on a structure of composition C21H25MnN2O5 at a distorted geometry.

Last column: natural (NBO) charge in e.
Cartesian coordinates (Å):
Mn  1.903  0.321  0.328  1.45
C  2.051  -2.363  -1.137  -0.26
O  2.675  -1.466  -0.222  -0.62
C  4.061  -1.660  -0.041  -0.10
C  4.362  -1.225  1.366  -0.10
O  3.824  0.098  1.630  -0.58
C  4.688  1.182  1.785  -0.09
C  4.420  2.118  0.573  -0.08
O  3.027  2.114  0.261  -0.61
C  2.622  2.878  -0.914  -0.28
H  2.385  -2.269  -2.188  0.21
H  0.907  -2.222  -1.102  0.20
H  2.282  -3.395  -0.866  0.21
H  4.612  -1.001  -0.774  0.19
H  4.357  -2.723  -0.225  0.23
H  5.440  -1.322  1.504  0.22
H  3.879  -1.889  2.104  0.23
H  5.783  0.904  1.810  0.22
H  4.441  1.704  2.726  0.22
H  4.833  1.767  -0.388  0.18
H  4.715  3.157  0.761  0.22
H  3.037  2.532  -1.861  0.20
H  2.716  3.977  -0.775  0.22
H  1.532  2.668  -0.942  0.22
O  -0.213  -1.746  3.130  -0.53
C  -0.504  -1.090  2.175  0.79
N  -1.792  -1.109  1.676  -0.64
C  -1.939  -0.339  0.494  0.00
C  -0.469  0.266  0.403  0.65
O  -0.059  0.986  -0.605  -0.73
N  0.284  -0.165  1.369  -0.72
C  -3.128  0.656  0.694  -0.05
C  -2.943  2.031  0.504  -0.16
C  -3.964  2.983  0.695  -0.17
C  -5.152  2.558  1.061  -0.22
C  -5.296  1.224  1.454  -0.10
C  -4.208  0.184  1.223  -0.22
C  -2.152  -0.992  -0.879  -0.07
C  -2.249  -0.288  -2.060  -0.06
C  -2.859  -0.782  -3.232  -0.03
C  -3.229  -2.111  -3.304  -0.24
C  -3.003  -2.878  -2.190  -0.05
C  -2.561  -2.334  -0.961  -0.05
H  -2.480  -1.648  2.148  0.44
H  -2.043  2.399  0.259  0.21
H  -3.662  4.050  0.568  0.25
H  -6.085  3.117  1.159  0.25
H  -6.295  0.732  1.837  0.25
H  -4.403  -0.869  1.411  0.22
H  -1.789  0.731  -1.997  0.27
H  -2.964  -0.156  -4.155  0.26
H  -3.713  -2.371  -4.187  0.26
H  -3.075  -4.024  -2.006  0.27
H  -2.606  -2.903  -0.100  0.23

Properties
Multiplicity = 5
Orbital gap (alpha / beta) = 8.5 / 3.3 eV
DFT total energy = -2451.189524 Ha
HOMO level (alpha / beta) = -14.44 / -13.86 eV
Total charge = +2
⟨S²⟩ = 6.179

---

Record 4
ORCA calculation (ωB97M-V with the def2-TZVPD basis set) on the molecule C21H25N3O2.

Last column: natural (NBO) charge in e.
Cartesian coordinates (Å):
C  -4.266  -3.229  -0.817  -0.61
C  -4.225  -1.829  -1.418  -0.40
C  -4.924  -0.791  -0.538  -0.40
C  -4.100  -0.358  0.679  -0.22
N  -2.967  0.455  0.302  -0.65
C  -3.003  1.805  0.406  0.78
O  -3.907  2.431  0.913  -0.65
N  -1.953  2.473  -0.215  -0.48
N  -0.767  1.825  -0.584  -0.47
C  0.422  2.325  -0.127  0.67
O  0.454  3.185  0.729  -0.60
C  1.659  1.738  -0.708  -0.32
C  1.702  0.870  -1.932  -0.39
C  1.950  0.241  -0.591  -0.07
C  3.340  -0.179  -0.240  -0.03
C  4.448  0.539  -0.685  -0.16
C  5.731  0.136  -0.364  -0.22
C  5.937  -0.995  0.407  -0.21
C  4.846  -1.718  0.853  -0.20
C  3.561  -1.316  0.533  -0.21
C  0.872  -0.610  0.001  -0.03
C  0.307  -1.650  -0.725  -0.22
C  -0.643  -2.474  -0.145  -0.22
C  -1.037  -2.263  1.166  -0.23
C  -0.490  -1.216  1.891  -0.22
C  0.462  -0.395  1.314  -0.15
H  -5.295  -3.554  -0.684  0.21
H  -3.767  -3.940  -1.472  0.21
H  -3.773  -3.253  0.151  0.19
H  -3.187  -1.532  -1.584  0.19
H  -4.719  -1.854  -2.392  0.20
H  -5.875  -1.198  -0.190  0.20
H  -5.140  0.103  -1.126  0.21
H  -3.745  -1.226  1.239  0.19
H  -4.719  0.261  1.332  0.24
H  -2.155  0.002  -0.081  0.41
H  -1.785  3.408  0.149  0.41
H  -0.806  1.382  -1.493  0.39
H  2.501  2.394  -0.525  0.25
H  2.539  0.991  -2.603  0.23
H  0.782  0.634  -2.448  0.21
H  4.323  1.426  -1.288  0.20
H  6.574  0.710  -0.719  0.21
H  6.939  -1.308  0.658  0.21
H  4.991  -2.603  1.454  0.21
H  2.724  -1.896  0.889  0.22
H  0.630  -1.829  -1.741  0.22
H  -1.066  -3.289  -0.713  0.22
H  -1.759  -2.920  1.627  0.22
H  -0.799  -1.044  2.911  0.22
H  0.900  0.412  1.880  0.22

Properties
Multiplicity = 1
Orbital gap = 9.7 eV
SMILES = CCCCNC(=O)NNC(=O)[C@@H]1CC1(c1ccccc1)c1ccccc1
DFT total energy = -1129.982108 Ha
HOMO level = -9.16 eV